No. 1
Below is C22H46ErN3OP2Se as an isolated structure, with properties calculated with ωB97M-V/def2-TZVPD.

Calculated values
- LUMO level (spin up / spin down): -5.346 / -5.226 eV
- ⟨S²⟩: 3.755
- HOMO (spin up / spin down): -10.8 / -10.8 eV
- 2S+1: 4
- Net charge: +2

Each line ends with the Löwdin spin population.
Element x y z (Å)
Er1 0.50251 0.56048 0.58605  3.037
P1 -0.34219 -1.68871 -2.22682  -0.001
P2 -0.01006 3.16732 0.49515  -0.003
N1 1.32310 0.88697 -1.54588  -0.006
C1 1.22398 -1.19064 -3.00404  0.000
H1 1.83303 -2.10387 -3.13342  0.000
H2 0.94078 -0.86804 -4.01917  0.000
C2 2.10358 -0.08783 -2.38334  0.000
H3 2.90108 -0.50104 -1.75280  0.000
H4 2.60519 0.47395 -3.18870  0.000
C3 1.81685 2.31091 -1.62480  0.000
H5 1.25552 2.84122 -2.41342  0.000
H6 2.87102 2.28619 -1.94220  0.000
C4 1.68915 3.05093 -0.27648  0.000
H7 2.00684 4.09622 -0.41586  0.000
H8 2.38962 2.59720 0.45535  0.000
C5 0.33933 4.13379 2.03959  0.000
C6 1.02412 3.27728 3.12204  0.000
H9 2.00841 2.89276 2.81157  0.000
H10 0.40097 2.41980 3.43369  0.000
H11 1.17964 3.89957 4.01713  0.000
C7 -0.90485 4.25873 -0.69317  -0.001
C8 -2.42656 4.08917 -0.54380  0.000
H12 -2.93452 4.61747 -1.36409  0.000
H13 -2.79318 4.50022 0.40870  0.000
H14 -2.71373 3.02916 -0.59632  0.000
C9 -1.51046 -2.34319 -3.45744  -0.001
C10 -2.73199 -3.02046 -2.82401  0.000
H15 -3.50795 -3.12269 -3.59425  0.000
H16 -3.16799 -2.43105 -2.00875  0.000
H17 -2.50158 -4.02995 -2.45978  0.000
C11 0.02806 -2.90880 -0.91443  0.001
C12 -1.14106 -3.13337 0.04518  0.000
H18 -0.77957 -3.73723 0.88752  0.000
H19 -1.96468 -3.67717 -0.43699  0.000
H20 -1.54479 -2.19662 0.44771  0.000
C13 -1.10918 -0.19299 -1.58495  -0.007
C14 -0.44550 5.72280 -0.63358  0.000
H21 0.59479 5.84633 -0.30204  0.000
H22 -0.51019 6.15642 -1.64239  0.000
H23 -1.09046 6.33273 0.01296  0.000
C15 -0.82911 -3.22358 -4.51101  0.000
H24 -1.58936 -3.53705 -5.23776  0.000
H25 -0.05086 -2.67704 -5.05605  0.000
H26 -0.38542 -4.12622 -4.06975  0.000
C16 0.52985 -4.24999 -1.46525  0.000
H27 0.88621 -4.85681 -0.61957  0.000
H28 -0.26821 -4.82475 -1.95807  0.000
H29 1.36819 -4.14348 -2.16507  0.000
C17 -0.95622 4.76274 2.57266  0.000
H30 -1.77170 4.02745 2.63651  0.000
H31 -0.78567 5.14809 3.58759  0.000
H32 -1.30567 5.60156 1.95906  0.000
H33 1.03093 4.92953 1.71402  0.000
H34 0.86198 -2.45479 -0.33609  0.001
H35 -0.61783 3.86142 -1.68224  0.000
H36 -1.86814 -1.43265 -3.96766  0.000
O1 -1.35206 -0.01324 -0.30015  -0.014
H37 0.31388 0.89109 -1.97189  -0.001
H38 -1.55452 0.46924 -2.35226  -0.001
C18 2.74201 -3.96062 3.17937  0.000
N2 1.45926 -3.31484 3.37955  0.000
C19 0.39733 -3.88927 4.06687  0.000
C20 -0.57659 -2.95511 4.14903  0.000
N3 -0.10826 -1.81213 3.51459  0.000
C21 -0.83985 -0.55885 3.41100  0.000
C22 1.15228 -2.03143 3.01747  0.000
Se1 2.25854 -0.82615 2.09886  -0.005
H39 3.26524 -3.47603 2.34961  0.000
H40 2.57327 -5.02142 2.95312  0.000
H41 3.36184 -3.90542 4.08608  0.000
H42 0.44228 -4.89842 4.43298  0.000
H43 -1.54531 -2.98263 4.61302  0.000
H44 -1.70009 -0.61529 4.09043  0.000
H45 -0.20585 0.28859 3.71671  0.000
H46 -1.23942 -0.40648 2.38460  0.000



No. 2
Below is C22H46F4GaO9 as an isolated structure, with properties calculated with ωB97M-V/def2-TZVPD.

Calculated values
- Relative energy (zero: lowest compared OMol25 entry of this formula, charge and spin): 0.00 kJ/mol
- LUMO level: 2.261 eV
- HOMO: -5.2 eV
- Net charge: -1

Each line ends with the Löwdin charge.
Element x y z (Å)
C1 5.05326 -0.31383 1.92859  -0.104
C2 4.55622 -0.71048 0.53759  -0.505
C3 5.61582 -0.36318 -0.51894  -0.095
C4 3.16128 -0.14595 0.20490  -0.196
Ga1 2.73161 1.78464 0.67481  0.470
O1 3.38845 2.31673 2.34229  -0.264
C5 0.69086 2.01325 0.70476  -0.218
C6 -0.01842 0.90339 -0.07964  -0.288
C7 -1.47632 1.23856 -0.49109  -0.105
C8 -1.72241 1.68331 -1.91856  -0.509
O2 -2.64696 2.38719 -2.23988  0.082
O3 -0.85517 1.26296 -2.87077  0.100
C9 3.36760 3.15657 -0.75244  -0.399
F1 2.60871 3.08864 -1.92582  -0.012
F2 3.14254 4.43922 -0.24627  -0.003
C10 4.81533 3.12803 -1.20342  -0.347
F3 5.63654 3.05257 -0.11634  0.045
F4 5.18317 4.26263 -1.88762  0.038
H1 5.33478 0.74522 1.93227  0.063
H2 5.93384 -0.89304 2.22580  0.069
H3 4.25724 -0.39973 2.67380  0.075
H4 4.48210 -1.81092 0.52518  0.107
H5 5.21561 -0.43397 -1.53418  0.068
H6 6.43586 -1.09089 -0.45509  0.069
H7 6.06452 0.61688 -0.33644  0.060
H8 3.03662 -0.21960 -0.88688  0.045
H9 2.39311 -0.80143 0.63380  0.048
H10 2.92086 3.09913 2.65130  -0.021
H11 0.43370 2.99368 0.28280  0.056
H12 0.35346 1.99364 1.74797  0.050
H13 -0.04446 0.00222 0.54282  0.098
H14 0.57096 0.63475 -0.96462  0.078
H15 -2.11126 0.35774 -0.33366  0.121
H16 -1.84238 2.05657 0.13078  0.113
H17 -0.44419 0.43539 -2.59105  0.101
H18 5.00797 2.28187 -1.86783  0.146
C11 -0.38649 -5.86255 -1.19799  -0.118
O4 0.95379 -6.29156 -1.15879  -0.198
C12 1.81403 -5.43222 -1.88791  -0.206
C13 3.24714 -5.57902 -1.43067  -0.186
O5 3.53508 -4.90083 -0.22256  -0.124
C14 3.07688 -5.47858 0.98623  -0.182
C15 3.88952 -6.66604 1.44759  -0.205
O6 3.54509 -7.83709 0.72436  -0.197
C16 4.55985 -8.80969 0.76626  -0.122
H19 -0.77411 -5.85124 -2.22412  0.086
H20 -0.97314 -6.56412 -0.60762  0.085
H21 -0.49411 -4.86044 -0.76702  0.089
H22 1.50640 -4.38763 -1.75900  0.130
H23 1.75200 -5.68656 -2.95584  0.127
H24 3.87627 -5.09328 -2.17977  0.128
H25 3.53379 -6.63252 -1.38102  0.122
H26 2.01562 -5.73184 0.93349  0.123
H27 3.19857 -4.69104 1.73281  0.130
H28 3.69518 -6.83643 2.51592  0.127
H29 4.95518 -6.44097 1.31878  0.128
H30 5.49350 -8.42731 0.33648  0.088
H31 4.22406 -9.66038 0.17568  0.085
H32 4.75351 -9.14480 1.79286  0.086
C17 -6.40625 4.32610 -2.88908  -0.119
O7 -6.49866 3.98441 -1.52693  -0.200
C18 -5.22153 3.67555 -0.97300  -0.206
C19 -5.24495 3.82530 0.52847  -0.173
O8 -5.17092 5.17105 0.98251  -0.122
C20 -6.34880 5.94749 0.89480  -0.192
C21 -7.35850 5.66280 1.98434  -0.210
O9 -8.08993 4.47992 1.71256  -0.195
C22 -8.66180 3.92417 2.87035  -0.122
H33 -6.00207 3.49892 -3.48397  0.090
H34 -7.41158 4.55808 -3.23935  0.082
H35 -5.76813 5.20583 -3.03470  0.089
H36 -4.45453 4.33258 -1.39339  0.125
H37 -4.96173 2.64421 -1.22784  0.116
H38 -4.34248 3.34835 0.91550  0.125
H39 -6.10953 3.31211 0.95646  0.122
H40 -6.81211 5.86564 -0.09130  0.123
H41 -6.01555 6.97971 1.02876  0.126
H42 -8.06006 6.50757 2.04978  0.125
H43 -6.83226 5.57162 2.94262  0.126
H44 -7.89224 3.66471 3.60715  0.088
H45 -9.18436 3.01614 2.57475  0.086
H46 -9.38006 4.61212 3.33446  0.085



Number 1: largest force on an atom 4.9 eV/A, M 676.80 g/mol. Number 2: largest force on an atom 0.6 eV/A, M 600.32 g/mol.